Record 1
{"formula": "C2H6FOSSn", "method": "the ωB97M-V functional and the def2-TZVPD basis", "symbols": ["Sn", "F", "C", "S", "O", "C", "H", "H", "H", "H", "H", "H"], "positions_angstrom": [[0.4814, -2.6992, -2.1216], [-1.8218, -2.7212, -3.7923], [-0.1653, 1.8452, 0.2036], [-0.9077, 0.2001, 0.6038], [-0.9638, -0.5215, -0.7406], [0.6224, -0.5194, 1.3519], [0.7387, 1.6411, -0.3716], [0.0485, 2.5608, 0.9944], [-0.8585, 2.2688, -0.5237], [1.0916, 0.1032, 2.1120], [1.3388, -0.6481, 0.5385], [0.3957, -1.5097, 1.7456]], "lowdin_charge": [1.54, -0.62, -0.22, 0.91, -0.70, -0.25, 0.05, 0.07, 0.06, 0.07, 0.03, 0.05], "lumo_energy_ha": -0.2707, "gap_ev": 6.60, "total_charge": 1, "total_energy_ev": -23591.794}

=====

Record 2
{"formula": "C28H38N8O11V", "method": "the ωB97M-V functional and the def2-TZVPD basis", "symbols": ["O", "V", "C", "C", "C", "O", "C", "C", "C", "O", "O", "O", "H", "H", "C", "O", "C", "O", "O", "C", "H", "H", "H", "H", "H", "H", "C", "O", "C", "O", "O", "C", "H", "H", "H", "H", "H", "H", "C", "C", "N", "H", "H", "H", "C", "C", "N", "H", "H", "H", "C", "C", "N", "H", "H", "H", "C", "C", "N", "H", "H", "H", "C", "C", "N", "H", "H", "H", "C", "C", "N", "H", "H", "H", "C", "C", "N", "H", "H", "H", "C", "C", "N", "H", "H", "H"], "positions_angstrom": [[-3.7083, 1.2442, -2.6414], [-3.5990, 0.9344, -1.1171], [0.4839, 0.7955, -0.1410], [-0.8034, 0.6995, -0.5269], [-1.4588, -0.6849, -0.6630], [-2.7425, -0.6656, -0.5764], [-0.6946, -1.7502, -1.0090], [0.6798, -1.6927, -0.7228], [1.3662, -0.3565, -0.3794], [2.6014, -0.3270, -0.4007], [1.4853, -2.6393, -0.8671], [-1.7819, 1.4990, -0.6494], [0.9979, 1.6344, 0.1589], [-0.9333, -2.8008, -0.9618], [3.8573, 4.4844, 0.4612], [3.6732, 5.7096, 1.2500], [2.3742, 5.9247, 1.6361], [1.4064, 5.3861, 1.1574], [2.3855, 6.8377, 2.6448], [1.0155, 7.1249, 3.1381], [3.6523, 3.5945, 1.0574], [4.8570, 4.4869, 0.1102], [3.2352, 4.5321, -0.4448], [0.7327, 8.1699, 2.8388], [1.0900, 7.1030, 4.2136], [0.2547, 6.4457, 2.8086], [-3.6907, -4.0729, 0.4447], [-3.9715, -3.0396, 1.4040], [-2.9269, -2.3763, 2.0101], [-3.0235, -1.6329, 2.9010], [-1.7883, -2.6935, 1.4159], [-0.6396, -2.1038, 1.9523], [-2.9820, -4.7914, 0.8373], [-3.2051, -3.6291, -0.4232], [-4.7142, -4.4343, 0.2288], [-0.5243, -2.4006, 2.9937], [-0.7160, -0.9781, 1.9971], [0.1199, -2.3205, 1.2298], [4.1825, -3.5526, -1.2305], [4.9620, -3.5754, -2.4512], [5.6494, -3.7710, -3.3502], [3.4285, -2.7726, -1.2643], [4.8075, -3.1568, -0.4367], [3.7546, -4.4691, -0.8745], [-2.4898, 1.3694, 2.8406], [-3.9225, 1.5185, 2.8531], [-5.0919, 1.4243, 2.7910], [-2.1032, 0.4047, 3.1399], [-1.9618, 2.1213, 3.3992], [-2.1313, 1.5475, 1.8208], [-6.9029, -1.5134, 0.6909], [-6.1010, -0.6262, -0.0708], [-5.4580, 0.1651, -0.5889], [-7.5530, -2.0965, -0.0026], [-7.5513, -1.0194, 1.4065], [-6.2985, -2.2929, 1.1835], [6.2882, -0.1047, -3.5566], [5.0330, 0.6333, -3.2820], [4.0562, 1.2543, -3.2587], [5.9849, -0.8719, -4.2702], [6.6503, -0.6710, -2.6932], [7.0587, 0.5815, -3.9081], [1.5236, -1.5687, -4.8002], [1.4350, -2.8997, -5.2720], [1.1650, -3.9338, -5.6931], [0.6476, -1.2904, -4.2499], [1.6124, -0.8071, -5.6226], [2.3948, -1.4827, -4.1181], [3.4763, 0.6914, 4.3769], [2.1407, 0.3729, 3.8497], [1.0942, 0.2138, 3.4344], [3.7814, 0.0299, 5.1797], [3.4251, 1.6534, 4.7970], [4.0848, 0.6631, 3.5292], [-4.3502, 5.0408, 0.9250], [-4.4234, 3.8760, 0.1244], [-4.1712, 2.8964, -0.3558], [-4.8502, 4.6841, 1.8495], [-4.9588, 5.8992, 0.5683], [-3.3211, 5.2743, 1.1913], [0.8849, -5.3987, -2.5797], [-0.4524, -4.8291, -2.8058], [-1.4996, -4.3931, -2.9636], [0.8928, -5.8969, -1.6648], [1.5477, -4.5394, -2.5492], [1.2658, -5.9986, -3.4040]], "lowdin_charge": [-0.29, 0.87, 0.06, -0.32, -0.30, -0.13, 0.01, -0.35, -0.30, 0.05, 0.01, -0.14, 0.09, 0.10, -0.02, -0.02, -0.57, 0.10, -0.01, -0.02, 0.09, 0.07, 0.10, 0.11, 0.08, 0.07, -0.03, -0.05, -0.61, 0.16, -0.04, -0.04, 0.10, 0.08, 0.10, 0.11, 0.08, 0.08, -0.08, -0.28, 0.12, 0.04, 0.09, 0.08, -0.06, -0.27, 0.13, 0.06, 0.08, 0.07, -0.02, -0.15, 0.15, 0.11, 0.10, 0.09, -0.07, -0.27, 0.12, 0.07, 0.07, 0.08, -0.07, -0.30, 0.15, 0.07, 0.11, 0.08, -0.04, -0.24, 0.17, 0.09, 0.07, 0.06, -0.02, -0.19, 0.19, 0.10, 0.11, 0.10, -0.06, -0.28, 0.14, 0.06, 0.05, 0.08], "lumo_energy_ha": [-0.0120, -0.0099], "gap_ev": [7.75, 7.82], "multiplicity": 2, "s2": 0.7633, "total_energy_ev": -89780.586}

=====

Record 3
{"formula": "C19H19ClN2O5S", "method": "the ωB97M-V functional and the def2-TZVPD basis", "symbols": ["C", "N", "C", "O", "C", "H", "H", "O", "C", "O", "C", "C", "C", "C", "C", "C", "Cl", "H", "H", "S", "O", "O", "N", "C", "C", "C", "C", "C", "C", "C", "C", "C", "H", "H", "H", "H", "H", "H", "H", "H", "H", "H", "H", "H", "H", "H", "H"], "positions_angstrom": [[-3.8990, -1.2855, -1.6408], [-3.1964, -0.7840, -0.4856], [-3.7247, -0.8255, 0.7482], [-4.8072, -1.2941, 1.0182], [-2.8344, -0.2276, 1.8473], [-2.4702, -1.0399, 2.4813], [-3.4519, 0.4501, 2.4461], [-1.6936, 0.4579, 1.3488], [-1.7933, 1.7956, 1.2158], [-2.7676, 2.4270, 1.5171], [-0.5319, 2.3493, 0.6474], [0.6614, 1.6568, 0.8386], [1.8305, 2.1127, 0.2727], [1.8522, 3.2838, -0.4640], [0.6843, 4.0027, -0.6370], [-0.5095, 3.5369, -0.0937], [-1.9460, 4.4203, -0.3838], [0.6806, 4.9196, -1.2044], [2.7837, 3.6073, -0.9010], [3.3418, 1.1442, 0.4554], [4.2014, 1.4627, -0.6423], [3.8586, 1.3082, 1.7788], [2.7932, -0.4402, 0.3472], [1.7944, -0.7257, -0.5801], [1.7439, -0.0017, -1.7710], [0.7325, -0.2248, -2.6849], [-0.2344, -1.1849, -2.4369], [-0.1615, -1.9357, -1.2765], [0.8369, -1.7187, -0.3397], [0.9192, -2.5482, 0.9099], [2.3743, -2.6299, 1.3578], [2.9046, -1.2205, 1.5681], [2.3577, -0.7283, 2.3823], [3.9608, -1.2307, 1.8445], [2.4675, -3.1912, 2.2877], [2.9642, -3.1299, 0.5879], [0.5153, -3.5449, 0.7226], [0.3146, -2.0905, 1.6998], [-0.8896, -2.7113, -1.0846], [-1.0221, -1.3625, -3.1530], [0.7060, 0.3487, -3.5987], [2.5146, 0.7218, -1.9765], [0.6542, 0.7551, 1.4280], [-2.2553, -0.4422, -0.6163], [-4.8865, -1.6042, -1.3112], [-4.0013, -0.5023, -2.3931], [-3.3720, -2.1360, -2.0763]], "lowdin_charge": [-0.06, 0.03, -0.48, 0.07, -0.05, 0.14, 0.14, -0.02, -0.45, 0.11, -0.11, 0.02, -0.25, -0.03, -0.07, -0.58, 0.78, 0.11, 0.12, 0.70, -0.27, -0.26, -0.15, -0.22, -0.02, -0.06, -0.09, -0.05, -0.16, -0.13, -0.15, -0.19, 0.12, 0.13, 0.12, 0.13, 0.12, 0.12, 0.11, 0.10, 0.11, 0.10, 0.13, 0.11, 0.09, 0.09, 0.08], "lumo_energy_ha": -0.0084, "gap_ev": 8.59, "smiles": "CNC(=O)COC(=O)c1cc(S(=O)(=O)N2CCCc3ccccc32)ccc1Cl", "total_energy_ev": -56587.356}

=====

Which formula does entry 2 have?
C28H38N8O11V